(1)
{
  "formula": "C10H8Cl2F2",
  "method": "wB97M-V/def2-TZVPD",
  "species": ["C", "C", "H", "C", "F", "H", "C", "F", "Cl", "H", "C", "C", "H", "C", "Cl", "C", "C", "H", "C", "H", "H", "H"],
  "positions_angstrom": [[-0.767, -2.131, -0.532], [2.860, 1.433, 0.329], [3.778, 2.082, 0.261], [1.795, 1.685, 1.260], [-2.100, 0.673, 1.657], [3.423, 0.625, -1.367], [2.545, 0.644, -0.754], [-2.895, -1.272, 1.257], [-3.539, -0.835, -1.750], [-0.218, 1.202, 1.832], [0.571, 1.013, 1.146], [1.386, -0.165, -0.725], [1.166, -0.765, -1.672], [-2.954, 0.247, -0.565], [-2.308, 1.639, -1.387], [0.367, 0.018, 0.187], [-0.813, -0.834, 0.213], [-1.747, -2.372, -0.777], [-2.139, -0.318, 0.715], [-0.115, -2.123, -1.443], [-0.293, -2.961, 0.064], [1.996, 2.513, 2.049]],
  "e_tot_ev": -40975.707,
  "max_force_ev_per_a": 3.7,
  "multiplicity": 3,
  "e_lumo_ev": [0.7049, -1.6406],
  "gap_ev": [8.1, 7.8]
}


(2)
{
  "formula": "C10H8ClNOS2",
  "method": "wB97M-V/def2-TZVPD",
  "species": ["O", "H", "Cl", "N", "C", "H", "H", "H", "C", "S", "C", "C", "C", "C", "H", "S", "C", "C", "C", "C", "H", "H", "H"],
  "positions_angstrom": [[-4.233, 0.058, 0.889], [3.392, -2.257, -0.933], [5.646, -0.593, 0.070], [-1.213, 2.571, 0.799], [3.968, -0.222, -0.123], [-2.743, 1.022, -0.117], [-4.513, -1.372, -0.506], [1.804, 2.074, 0.639], [1.267, 0.207, -0.123], [-2.559, -2.001, 0.747], [-2.708, 0.226, -0.757], [3.441, 0.952, 0.447], [1.741, -1.086, -0.390], [3.126, -1.262, -0.625], [1.131, -1.892, -0.517], [-1.256, -0.778, -0.697], [-0.162, 0.397, -0.157], [-0.656, 1.614, 0.421], [2.139, 1.178, 0.309], [-3.702, -0.719, -0.048], [-3.135, 0.555, -1.771], [3.987, 1.721, 0.946], [-4.761, -0.391, 1.497]],
  "e_tot_ev": -48226.532,
  "max_force_ev_per_a": 5.3,
  "relative_energy_kcal_mol": 41.9,
  "multiplicity": 1,
  "e_lumo_ev": [-1.2312, -1.2296],
  "gap_ev": [6.5, 6.5]
}